# 1
2 unconnected molecules or ions with the total composition C4H10NO3 at a distorted geometry, computed with ωB97M-V with the def2-TZVPD basis set.

Results
F_max: 5.803 eV/A
net charge: -1
energy above the lowest of the compared OMol25 structures with the same formula, charge and spin: 352.0 kJ/mol
Kohn-Sham gap: 7.26 eV

Each atom is followed by the atoms it is bonded to, with distances in Å.
Cartesian coordinates (Å):
1 C 0.76 0.45 1.06  O2 1.342, C3 1.638, H8 1.069, H9 1.144
2 O 0.89 -0.10 2.27  C1 1.342
3 C 0.69 -0.67 -0.14  C1 1.638, C4 1.590, N7 1.515, H10 1.078
4 C 0.92 0.15 -1.48  C3 1.590, C5 1.465, H11 1.198, H12 1.116
5 C -0.33 0.68 -2.04  C4 1.465, O6 1.206, H13 1.116
6 O -0.45 0.72 -3.24  C5 1.206
7 N -0.64 -1.37 -0.28  C3 1.515, H14 1.020, H15 0.924
8 H -0.08 1.12 1.00  C1 1.069
9 H 1.73 1.00 0.82  C1 1.144
10 H 1.48 -1.34 0.16  C3 1.078
11 H 1.79 0.97 -1.42  C4 1.198
12 H 1.40 -0.51 -2.25  C4 1.116
13 H -1.20 0.93 -1.38  C5 1.116
14 H -1.36 -1.32 0.43  N7 1.020
15 H -0.59 -2.11 -0.83  N7 0.924
16 H -1.70 1.09 2.49  O18 1.048
17 H -0.53 -0.06 2.76  O18 1.037
18 O -1.53 0.16 2.95  H16 1.048, H17 1.037

# 2
2 unconnected molecules or ions with the total composition C4H10NO3, computed with ωB97M-V with the def2-TZVPD basis set.

Results
F_max: 0.996 eV/A
net charge: -1
energy above the lowest of the compared OMol25 structures with the same formula, charge and spin: 54.9 kJ/mol
Kohn-Sham gap: 8.22 eV

Each atom is followed by the atoms it is bonded to, with distances in Å.
Cartesian coordinates (Å):
1 C 0.21 -0.20 1.99  C2 1.552, H8 1.091, H9 1.091, H10 1.089
2 C 0.15 0.34 0.54  C1 1.552, C3 1.530, N4 1.462, H11 1.085
3 C 1.49 0.87 0.01  C2 1.530, H12 1.092, H13 1.094, H14 1.091
4 N -0.41 -0.60 -0.43  C2 1.462, C5 1.513, H15 1.021
5 C -1.84 -1.01 -0.17  N4 1.513, O6 1.241, O7 1.242
6 O -2.10 -2.14 -0.60  C5 1.241
7 O -2.51 -0.16 0.44  C5 1.242
8 H -0.26 -1.18 2.08  C1 1.091
9 H 1.25 -0.36 2.31  C1 1.091
10 H -0.28 0.50 2.66  C1 1.089
11 H -0.58 1.13 0.59  C2 1.085
12 H 1.90 0.18 -0.73  C3 1.092
13 H 2.26 1.03 0.77  C3 1.094
14 H 1.36 1.82 -0.50  C3 1.091
15 H 0.15 -1.46 -0.43  N4 1.021
16 H -0.23 1.17 -2.96  O18 0.970
17 H -0.15 -0.17 -2.36  O18 0.988
18 O -0.40 0.25 -3.22  H16 0.970, H17 0.988

# 3
2 unconnected molecules or ions with the total composition C4H10NO3 at a distorted geometry, computed with ωB97M-V with the def2-TZVPD basis set.

Results
F_max: 3.161 eV/A
energy above the lowest of the compared OMol25 structures with the same formula, charge and spin: 155.1 kJ/mol
Kohn-Sham gap (alpha / beta): 10.87 / 6.86 eV
spin multiplicity: 2

Each atom is followed by the atoms it is bonded to, with distances in Å.
Cartesian coordinates (Å):
1 C 1.94 1.15 0.55  N2 1.364, O7 1.225, H8 1.112
2 N 0.61 0.85 0.55  C1 1.364, C4 1.481
3 C 0.57 -0.67 -1.56  C4 1.538, H10 1.106, H11 1.096, H12 1.098
4 C 0.40 -0.49 -0.04  N2 1.481, C3 1.538, C5 1.546, H13 1.102
5 C -0.85 -1.27 0.44  C4 1.546, O6 1.465, H14 1.090, H15 1.155
6 O -2.17 -0.77 0.08  C5 1.465, H9 0.977
7 O 2.88 0.44 0.19  C1 1.225
8 H 2.08 2.20 0.87  C1 1.112
9 H -2.18 0.07 0.58  O6 0.977
10 H -0.29 -0.30 -2.14  C3 1.106
11 H 1.54 -0.31 -1.91  C3 1.096
12 H 0.74 -1.75 -1.70  C3 1.098
13 H 1.21 -1.14 0.31  C4 1.102
14 H -0.81 -2.30 0.07  C5 1.090
15 H -0.86 -1.19 1.59  C5 1.155
16 H -2.01 2.27 0.22  O18 0.966
17 H -0.94 1.41 0.84  O18 1.003
18 O -1.85 1.79 1.05  H16 0.966, H17 1.003

# 4
A single C4H10NOP molecule at a distorted geometry, computed with ωB97M-V with the def2-TZVPD basis set.

Results
F_max: 5.846 eV/A
energy above the lowest of the compared OMol25 structures with the same formula, charge and spin: 392.5 kJ/mol
Kohn-Sham gap: 9.35 eV

Each atom is followed by the atoms it is bonded to, with distances in Å.
Cartesian coordinates (Å):
1 C 1.45 -0.55 -1.52  N5 1.309, H8 1.143
2 C -1.13 1.95 -0.33  C4 1.439, H9 1.109, H10 1.130, H11 1.165
3 C 1.19 -1.41 2.43  P7 1.849, H12 1.097, H13 1.113, H14 1.107
4 C 0.24 1.52 -0.36  C2 1.439, O6 1.575, H15 1.135, H16 1.044
5 N 1.48 -1.34 -0.47  C1 1.309, P7 1.777, H17 1.035
6 O 0.46 0.58 0.88  C4 1.575, P7 1.642
7 P 1.78 -0.39 1.00  C3 1.849, N5 1.777, O6 1.642
8 H 1.17 -1.34 -2.31  C1 1.143
9 H -1.74 1.20 -0.87  C2 1.109
10 H -1.20 3.00 -0.73  C2 1.130
11 H -1.63 1.97 0.72  C2 1.165
12 H 2.05 -1.81 2.98  C3 1.097
13 H 0.52 -0.74 3.01  C3 1.113
14 H 0.52 -2.15 1.94  C3 1.107
15 H 0.84 2.45 -0.10  C4 1.135
16 H 0.64 0.84 -1.05  C4 1.044
17 H 1.06 -2.28 -0.44  N5 1.035

# 5
A single C4H10NOP molecule at a distorted geometry, computed with ωB97M-V with the def2-TZVPD basis set.

Results
F_max: 5.249 eV/A
energy above the lowest of the compared OMol25 structures with the same formula, charge and spin: 103.5 kJ/mol
SMILES string: CC1(C)COPN1
Kohn-Sham gap: 10.11 eV

Each atom is followed by the atoms it is bonded to, with distances in Å.
Cartesian coordinates (Å):
1 C -0.60 1.16 -0.52  C2 1.536, O6 1.427, H8 1.038, H9 1.078
2 C 0.16 -0.06 0.03  C1 1.536, C3 1.452, C4 1.468, N5 1.494
3 C 0.88 0.22 1.26  C2 1.452, H10 1.049, H11 1.135, H12 1.156
4 C 1.15 -0.62 -0.89  C2 1.468, H13 1.061, H14 1.103, H15 1.096
5 N -0.84 -1.14 0.27  C2 1.494, P7 1.636, H16 0.989
6 O -1.83 1.11 0.20  C1 1.427, P7 1.707
7 P -2.35 -0.52 0.17  N5 1.636, O6 1.707, H17 1.341
8 H -0.08 2.06 -0.41  C1 1.038
9 H -0.96 0.92 -1.50  C1 1.078
10 H 1.60 -0.47 1.58  C3 1.049
11 H 0.10 0.51 2.04  C3 1.135
12 H 1.51 1.18 1.13  C3 1.156
13 H 1.38 -1.60 -0.56  C4 1.061
14 H 2.08 -0.03 -0.91  C4 1.103
15 H 0.80 -0.65 -1.93  C4 1.096
16 H -0.68 -1.51 1.17  N5 0.989
17 H -2.33 -0.55 -1.17  P7 1.341

# 6
2 unconnected molecules or ions with the total composition C4H10NOS at a distorted geometry, computed with ωB97M-V with the def2-TZVPD basis set.

Results
F_max: 4.333 eV/A
net charge: -1
energy above the lowest of the compared OMol25 structures with the same formula, charge and spin: 594.7 kJ/mol
Kohn-Sham gap (alpha / beta): 5.45 / 6.69 eV

Each atom is followed by the atoms it is bonded to, with distances in Å.
Cartesian coordinates (Å):
1 C -0.16 -1.28 0.44  C4 1.499, H8 1.072, H9 1.143, H10 1.094
2 C -0.96 0.32 2.35  C4 1.448, H11 1.047, H12 1.125, H13 1.079
3 C 1.32 0.42 -2.53  S7 1.817, H14 1.160, H15 1.103, H16 1.142
4 C 0.03 -0.16 1.41  C1 1.499, C2 1.448, H17 1.181
5 N -0.65 1.46 -0.76  O6 1.254, S7 1.819
6 O -1.28 0.51 -1.29  N5 1.254
7 S 0.91 1.91 -1.57  C3 1.817, N5 1.819
8 H -1.06 -1.80 0.72  C1 1.072
9 H -0.48 -0.95 -0.60  C1 1.143
10 H 0.61 -2.07 0.43  C1 1.094
11 H -0.56 0.20 3.31  C2 1.047
12 H -1.82 -0.41 2.38  C2 1.125
13 H -1.15 1.35 2.11  C2 1.079
14 H 0.32 -0.17 -2.47  C3 1.160
15 H 2.13 -0.12 -2.03  C3 1.103
16 H 1.64 0.68 -3.60  C3 1.142
17 H 1.16 0.10 1.68  C4 1.181

# 7
A gas-phase ion, C4H10NOS (charge -1) at a distorted geometry, computed with ωB97M-V with the def2-TZVPD basis set.

Results
F_max: 1.764 eV/A
net charge: -1
energy above the lowest of the compared OMol25 structures with the same formula, charge and spin: 250.2 kJ/mol
SMILES string: N[C@H](C[O-])CCS
Kohn-Sham gap: 5.79 eV

Each atom is followed by the atoms it is bonded to, with distances in Å.
Cartesian coordinates (Å):
1 C -1.85 -0.32 0.72  O2 1.326, C3 1.568, H8 1.143, H9 1.147
2 O -2.69 -1.28 0.37  C1 1.326
3 C -0.50 -0.38 -0.07  C1 1.568, C4 1.529, N7 1.464, H10 1.097
4 C 0.56 0.57 0.48  C3 1.529, C5 1.544, H11 1.095, H12 1.088
5 C 1.85 0.54 -0.37  C4 1.544, S6 1.809, H13 1.098, H14 1.101
6 S 2.84 -0.94 -0.07  C5 1.809, H15 1.326
7 N -0.76 -0.16 -1.49  C3 1.464, H16 1.031, H17 1.024
8 H -1.54 -0.40 1.82  C1 1.143
9 H -2.23 0.75 0.52  C1 1.147
10 H -0.13 -1.39 0.11  C3 1.097
11 H 0.94 0.36 1.49  C4 1.095
12 H 0.13 1.57 0.57  C4 1.088
13 H 1.58 0.67 -1.43  C5 1.098
14 H 2.42 1.47 -0.19  C5 1.101
15 H 1.97 -1.56 0.72  S6 1.326
16 H -0.84 0.87 -1.55  N7 1.031
17 H -1.75 -0.37 -1.65  N7 1.024

# 8
2 unconnected molecules or ions with the total composition C4H10NOS at a distorted geometry, computed with ωB97M-V with the def2-TZVPD basis set.

Results
F_max: 4.132 eV/A
net charge: +1
energy above the lowest of the compared OMol25 structures with the same formula, charge and spin: 414.0 kJ/mol
Kohn-Sham gap (alpha / beta): 6.91 / 6.75 eV

Each atom is followed by the atoms it is bonded to, with distances in Å.
Cartesian coordinates (Å):
1 C 0.31 -1.49 -0.60  C4 1.381, O6 1.311, H8 1.072
2 C -2.83 0.53 0.14  N5 1.421, H9 1.155, H10 1.032, H11 1.054
3 C 2.88 1.65 0.27  S7 1.708, H12 1.097, H13 1.113, H14 1.154
4 C -0.76 -0.64 -0.74  C1 1.381, N5 1.335, H15 1.121
5 N -1.76 -0.40 0.12  C2 1.421, C4 1.335, H17 1.017
6 O 0.30 -2.36 0.38  C1 1.311, H16 1.045
7 S 2.76 -0.05 0.12  C3 1.708
8 H 1.07 -1.57 -1.35  C1 1.072
9 H -2.66 1.10 1.13  C2 1.155
10 H -2.92 1.37 -0.45  C2 1.032
11 H -3.66 -0.12 0.25  C2 1.054
12 H 2.36 2.15 -0.55  C3 1.097
13 H 3.94 1.95 0.42  C3 1.113
14 H 2.26 1.82 1.23  C3 1.154
15 H -0.75 -0.12 -1.73  C4 1.121
16 H 1.22 -2.86 0.39  O6 1.045
17 H -1.76 -0.96 0.97  N5 1.017